117
Properties=species:S:1:pos:R:3:mulliken_charge:R:1 method="wB97M-V/def2-TZVPD" largest_force_ev_per_a=3.19 gap_ev=6.618 homo_ha=-0.57303 charge=+4 e_above_lowest_kcal_mol=52.2
Ca -0.6428 0.5985 2.9390 1.43
S 2.4518 0.9160 4.9266 0.97
S -0.9817 -2.0814 5.5077 0.83
F 1.4397 -0.3878 1.1635 -0.05
F 3.5630 -1.3565 4.1299 -0.17
F 4.3586 0.4323 3.1643 -0.23
F 1.4907 -2.8482 5.0978 -0.20
F 0.1643 -4.4461 5.5921 -0.22
F -0.3203 -1.5674 1.7690 0.20
F -0.5493 0.4278 0.5944 -0.33
F 4.9096 -0.0360 5.2035 -0.21
F 0.1107 -3.5867 3.5847 -0.21
F 0.2919 -1.5217 -0.4588 0.02
O -2.2617 -2.7036 5.2302 -0.56
O 2.0016 0.3279 6.1487 -0.59
O -0.6564 -1.8090 6.8617 -0.53
O 3.0001 2.2479 5.0048 -0.62
O -0.7294 -0.9178 4.6154 -0.61
O 1.4990 0.7826 3.7967 -0.59
N 3.3097 6.6386 -1.7829 0.07
N 1.1367 -0.0177 -3.5698 0.44
N 3.3554 -4.0165 -0.2279 0.35
N -4.2688 4.0887 -1.2254 0.22
N -6.1023 3.5949 -2.2626 0.06
N 3.3116 4.4720 -1.7786 0.26
N -4.1806 -3.6231 2.8267 0.23
N -6.0004 -3.4234 3.9606 0.09
N 0.2933 1.6653 -4.6226 0.18
N 4.9792 -3.5632 -1.6422 0.31
C -4.2397 4.7660 -2.4303 -0.35
C 6.9231 -4.8235 -2.4028 -1.32
C -6.1626 -4.5088 3.1397 -0.54
C 2.8458 3.0813 -1.6456 -0.24
C 4.2061 -4.5157 -1.1301 -0.36
C 4.5238 4.8874 -2.2641 -0.32
C -2.8420 -3.4071 2.2166 -0.63
C -6.9566 -2.9708 4.9940 -0.27
C 1.6276 -2.4373 -3.6400 -1.17
C 0.2723 -3.3266 4.8935 0.62
C 3.6959 -2.6908 -0.0580 -0.77
C 2.0643 -1.0828 -3.1211 -0.21
C 4.6319 -2.4029 -0.9758 -0.80
C 2.8446 8.0297 -1.7525 -0.76
C -7.5052 -4.1168 5.8431 -1.18
C -0.7046 1.0609 -3.8986 -1.04
C -3.1250 4.0140 -0.2973 -1.11
C -7.5013 3.2163 -2.5564 -0.86
C 2.5349 -4.8084 0.6927 -0.93
C -0.2284 -0.0431 -3.2653 -0.44
C -2.1299 2.9093 -0.6094 -0.43
C 0.1128 2.8012 -5.5113 -0.84
C -5.3861 4.4480 -3.0724 -0.52
C 3.3877 2.4807 -0.3521 -0.98
C -5.0400 -4.6059 2.3923 -0.39
C 3.9268 -0.0839 4.3317 0.56
C 2.6338 5.5596 -1.4258 -0.29
C -5.4139 3.4208 -1.1430 0.10
C 1.3954 0.9494 -4.4245 -0.15
C -4.7579 -2.9675 3.8301 -0.06
C 5.9642 -3.6821 -2.7168 -0.21
C 4.5564 6.2416 -2.2677 -0.48
B 0.2128 -0.8193 0.7359 -0.35
H 2.8916 1.5721 0.0040 0.06
H -8.0462 4.1514 -2.4900 0.38
H 5.0781 -1.4574 -1.2307 0.56
H -1.7051 1.4591 -3.9156 0.74
H 4.2002 -5.5647 -1.3830 0.44
H 3.5108 3.1711 0.4775 0.46
H 1.6672 5.5941 -0.9523 0.56
H 5.4745 -3.8196 -3.6791 0.26
H -8.5845 -4.2144 5.7222 0.33
H -4.7252 -5.2813 1.6169 0.47
H 1.7535 -2.5811 -4.7101 0.40
H -7.4643 -3.8505 6.9015 0.35
H -7.7732 -2.4886 4.4598 0.32
H 1.8892 -4.1817 1.2954 0.30
H 3.2254 -5.4013 1.2934 0.41
H -3.3322 5.2724 -2.7045 0.44
H 7.2507 -4.8515 -1.3640 0.36
H 5.2379 7.0179 -2.5679 0.46
H -5.7296 2.8829 -0.2644 0.39
H 1.9679 -5.5659 0.1528 0.35
H -2.4261 -4.4054 2.1335 0.33
H -3.5511 3.9262 0.7011 0.40
H 2.8362 8.3975 -0.7278 0.35
H 3.0762 -0.8553 -3.4646 0.40
H 1.7565 3.0929 -1.6404 0.15
H -2.3581 1.8805 -0.3114 0.27
H -2.2410 -2.7617 2.8658 -0.08
H -7.8335 2.5493 -1.7579 0.33
H -2.6103 4.9715 -0.3269 0.38
H 1.1300 3.1766 -5.6574 0.34
H 6.5103 -2.7411 -2.7593 0.35
H -7.0122 -5.0778 5.7292 0.41
H -1.1458 3.1940 -0.2419 0.40
H -6.4029 -2.2522 5.5921 0.30
H 0.6318 -2.6706 -3.2663 0.37
H 2.1572 -1.0175 -2.0390 -0.15
H -2.0172 2.6282 -1.6649 0.09
H -7.5750 2.5648 -3.4216 0.35
H -0.5681 3.5826 -5.1986 0.32
H 7.8865 -4.8035 -2.9210 0.40
H -0.6312 -0.7419 -2.5539 0.61
H 3.1641 -2.0379 0.6165 0.85
H -4.3113 -2.1123 4.2984 0.44
H -3.0171 -2.9316 1.2535 0.39
H -0.1476 2.5031 -6.5295 0.37
H 5.3352 4.2237 -2.5117 0.46
H 1.8319 8.1703 -2.1244 0.36
H 2.2649 -3.2054 -3.1910 0.23
H 6.5338 -5.7777 -2.7623 0.39
H 4.3561 2.0078 -0.5528 0.36
H -5.7283 4.6172 -4.0799 0.45
H 2.3198 1.0857 -4.9633 0.51
H 3.2320 2.5391 -2.5055 0.24
H 3.5268 8.5898 -2.3827 0.29
H -7.0987 -5.0311 3.0490 0.48

=====

48
Properties=species:S:1:pos:R:3:nbo_charge:R:1 method="wB97M-V/def2-TZVPD" largest_force_ev_per_a=4.46 gap_ev=7.495 homo_ha=-0.43139 charge=+1 smiles="O=[N+]([O-])c1nccn1CCCCC[n+]1cc2ccccc2c2ccccc21"
O -0.3743 3.7461 0.1751 -0.35
O -2.0200 3.2480 -1.2364 -0.37
N 0.5634 5.4070 -1.9851 -0.37
N 0.7033 -0.1199 1.5261 -0.26
N -0.8804 3.7462 -0.9837 0.47
N -0.0496 3.7401 -3.3251 -0.32
C 2.2261 -2.0791 4.9692 -0.15
C 1.6671 -1.4543 3.8169 0.00
C 3.9028 -0.7184 3.1876 -0.14
C 0.6975 4.6054 -4.1079 -0.04
C -2.4927 -1.6223 2.8181 -0.15
C 3.5935 -2.0700 5.1707 -0.16
C 4.4644 -1.3185 4.3223 -0.19
C -0.4299 0.2694 -2.1806 -0.40
C -0.1538 4.2992 -2.0445 0.35
C 1.0989 5.6209 -3.2595 -0.09
C 0.1562 -0.4157 -0.9149 -0.41
C -0.4180 2.3535 -3.6643 -0.22
C 0.2884 -1.5114 3.4827 0.01
C -2.0352 -2.2821 3.9693 -0.18
C 0.4229 1.3603 -2.8194 -0.42
C 0.3160 0.5516 0.2676 -0.23
C 1.9850 -0.1139 1.8481 0.22
C -0.6694 -2.1788 4.2751 -0.18
C -1.5567 -0.9115 2.0287 -0.22
C -0.1704 -0.8353 2.3259 0.13
C 2.5326 -0.7752 2.9586 -0.15
H -2.7159 -2.8123 4.6055 0.24
H -0.6467 -0.4971 -2.9287 0.23
H -0.3506 -2.7624 5.1521 0.23
H 1.0608 1.3412 0.0210 0.23
H 1.2093 0.9305 -3.4841 0.23
H 1.7151 6.4451 -3.6081 0.23
H 1.6002 -2.6290 5.7145 0.23
H -0.5027 -1.2460 -0.6291 0.23
H -1.3505 0.7308 -1.8123 0.21
H 4.5773 -0.1802 2.4936 0.23
H -3.5534 -1.6639 2.5951 0.24
H 3.9670 -2.6032 6.0799 0.24
H 1.0242 4.4672 -5.1658 0.25
H 0.9603 1.8844 -2.0097 0.20
H 1.1566 -0.8349 -1.1860 0.21
H -0.2135 2.1862 -4.7691 0.23
H -1.9425 -0.3415 1.1712 0.23
H 5.5199 -1.1892 4.5126 0.24
H 2.6559 0.4188 1.1740 0.23
H -0.6358 1.0671 0.4096 0.24
H -1.5021 2.1473 -3.5564 0.24

=====

17
Properties=species:S:1:pos:R:3:nbo_charge:R:1 method="wB97M-V/def2-TZVPD" largest_force_ev_per_a=5.48 gap_ev=7.562 homo_ha=-0.32994 charge=0 smiles="CN(C=S)C=S.FC=C(F)F"
S -3.6416 -1.4953 -0.5374 -0.10
S -0.5099 2.3363 -0.9346 -0.06
F 2.9447 -1.2217 -1.8259 -0.30
F 3.4786 0.7611 0.2432 -0.29
F 2.6486 -0.5870 1.7363 -0.31
N -1.7715 0.3853 0.5740 -0.46
C -0.9731 1.5422 0.5035 -0.02
C 2.8590 -1.4792 -0.5046 0.04
C -2.3292 -0.3094 -0.5092 -0.01
C -1.9567 -0.1962 1.9374 -0.44
C 2.9827 -0.4594 0.4233 0.68
H -2.0457 -1.3041 1.9919 0.25
H -1.1206 0.2071 2.6582 0.21
H -2.9128 0.2399 2.4344 0.22
H -0.7397 1.8131 1.4609 0.18
H -1.7931 -0.0074 -1.4387 0.23
H 2.2925 -2.2602 -0.0581 0.19

=====

15
Properties=species:S:1:pos:R:3:nbo_charge:R:1 method="wB97M-V/def2-TZVPD" largest_force_ev_per_a=0.40 gap_ev=10.484 homo_ha=-0.35326 charge=0 smiles="CCC(=O)NC" e_above_lowest_kcal_mol=15.3
O -0.0988 -1.5075 0.6830 -0.59
N -1.2890 -0.1069 -0.6754 -0.63
C -0.1239 -0.5457 -0.0550 0.69
C 1.0401 0.4123 -0.2347 -0.51
C -2.4320 0.1131 0.2021 -0.41
C 2.3391 -0.0438 0.4014 -0.61
H 2.8888 -0.7254 -0.2526 0.21
H -2.6522 -0.7827 0.7860 0.23
H -1.1165 0.6916 -1.2727 0.37
H 2.9806 0.8151 0.6208 0.21
H 2.1217 -0.5656 1.3367 0.23
H 0.6699 1.3159 0.2745 0.22
H -3.3066 0.3926 -0.3888 0.20
H 1.1608 0.7040 -1.2850 0.22
H -2.2200 0.9420 0.8966 0.17

=====

19
Properties=species:S:1:pos:R:3:nbo_charge:R:1 method="wB97M-V/def2-TZVPD" largest_force_ev_per_a=0.25 gap_ev=10.421 homo_ha=-0.34886 charge=0 e_above_lowest_kcal_mol=43.5
O 0.1777 -1.9364 2.3847 -0.95
C 1.8665 0.5483 -1.7243 -0.60
C 1.1290 -0.4160 -0.8207 -0.25
C -0.6246 0.8736 0.7469 -0.20
C -2.1036 1.0346 0.9604 -0.64
C -0.0767 0.0387 -0.1222 -0.01
C -0.2596 -0.9285 -1.2128 -0.46
H 2.6122 1.1218 -1.1627 0.21
H -0.6910 -0.5787 -2.1497 0.22
H -0.4930 -1.9620 -0.9657 0.23
H 0.0337 1.5148 1.3359 0.20
H 1.7476 -1.1503 -0.3042 0.23
H -2.6623 0.2372 0.4612 0.22
H 0.8689 -1.4419 2.8405 0.46
H 1.1662 1.2653 -2.1670 0.21
H 2.3791 0.0225 -2.5371 0.21
H -2.4482 1.9960 0.5595 0.22
H -0.2648 -1.2617 1.8511 0.48
H -2.3571 1.0225 2.0263 0.22

=====

21
Properties=species:S:1:pos:R:3:nbo_charge:R:1 method="wB97M-V/def2-TZVPD" largest_force_ev_per_a=2.23 gap_ev=12.153 homo_ha=-0.54890 charge=+1 e_above_lowest_kcal_mol=30.8
O -1.2470 0.2739 -1.7984 -0.74
O 2.4867 -0.2077 -2.5630 -0.99
N 0.4271 0.2514 0.1499 -0.52
C 1.5755 -0.0644 1.0879 -0.42
C -0.9433 -0.3212 0.5627 -0.05
C -1.8804 0.2073 -0.4906 -0.12
C -1.2526 0.1246 1.9977 -0.63
H 0.3442 1.2217 -0.1536 0.44
H -1.4114 1.1931 2.0653 0.23
H 2.5535 0.0630 0.6096 0.25
H -0.7850 -1.4069 0.5127 0.22
H -2.8460 -0.3059 -0.5591 0.22
H -0.4381 -0.3391 2.5558 0.23
H -2.1847 -0.3840 2.2351 0.25
H -1.5748 -0.4386 -2.3583 0.49
H 1.5246 0.7382 1.8169 0.23
H 1.4665 -1.0833 1.4260 0.23
H 3.0719 -0.9744 -2.6739 0.49
H -2.1178 1.2702 -0.4248 0.21
H 0.7036 -0.2271 -0.7161 0.47
H 2.5276 0.4094 -3.2818 0.50

=====

14
Properties=species:S:1:pos:R:3:nbo_charge:R:1 method="wB97M-V/def2-TZVPD" largest_force_ev_per_a=3.79 gap_ev="7.850 / 7.851" homo_ha="-0.31850 / -0.31848" charge=0 e_above_lowest_kcal_mol=70.0
P 0.6512 1.3174 -0.4943 1.66
O 1.2562 2.4771 0.0938 -1.02
C 0.4065 -0.1601 0.2783 -0.32
C -1.0630 1.5380 -0.8614 -0.42
C -0.5016 -1.1892 -0.3297 -0.66
C 1.4450 -0.6954 1.1478 -0.68
C -2.1872 1.8455 -1.1076 -0.17
H 2.3164 -1.2679 0.7254 0.24
H 1.9322 0.0630 1.7439 0.23
H -0.0747 -2.1439 -0.4292 0.21
H -3.1778 1.9336 -1.3476 0.22
H -0.6745 -0.9551 -1.4735 0.24
H 1.0602 -1.4279 1.7795 0.23
H -1.3889 -1.3353 0.2748 0.24

=====

71
Properties=species:S:1:pos:R:3:mulliken_charge:R:1 method="wB97M-V/def2-TZVPD" largest_force_ev_per_a=0.66 gap_ev=5.903 homo_ha=-0.05205 charge=-2 e_above_lowest_kcal_mol=0.0
Sr -0.6285 0.6251 -0.8298 1.42
Cl -1.5848 1.2972 -4.6660 -0.39
P -3.2144 -1.5580 0.7163 0.13
P -3.6491 1.3399 0.9646 0.15
O -5.0400 2.1219 0.7099 -0.57
O -4.1424 -2.6758 0.4752 -0.84
O -2.6200 1.9887 0.0950 -0.31
O -2.9124 -1.4122 2.2972 -0.49
O 3.5862 2.2480 -2.2208 -0.83
O -1.9210 -1.4415 -0.0498 0.18
O 1.8771 1.0177 -1.4238 -0.07
O -4.0424 -0.1314 0.4595 -0.25
O -3.3769 1.2759 2.4489 -0.72
N 2.4105 -3.1468 -2.3941 0.10
N 0.3046 0.1277 1.7318 0.00
N 1.2226 -1.8391 -0.7177 1.13
N -1.5822 3.6750 2.4399 -0.70
N 0.3368 3.0016 1.1658 -0.46
N 3.4213 -2.7610 -0.2083 0.03
N -0.2923 1.8959 3.1166 -0.23
N -0.3580 -0.2526 3.9805 0.15
N 0.1038 2.9051 -2.1899 0.82
N 1.4982 -4.2433 -0.4185 0.12
C 1.7809 -4.3490 -1.8519 -0.70
C -0.4825 2.8784 2.1254 0.36
C 2.7608 -3.9739 0.2675 -0.71
C -0.7864 3.7836 -2.6421 -0.80
C 1.3822 3.0407 -2.5394 0.36
C -1.0651 -0.0886 -3.5179 -1.00
C 3.6486 -2.9060 -1.6498 -0.62
C -0.1172 0.5430 2.8619 0.58
C 2.3894 2.0014 -2.0121 -0.37
C 0.8830 4.9921 -3.8263 -0.34
C 1.8110 4.0785 -3.3605 -0.64
C 2.4963 -1.6279 -0.0196 -0.47
C 1.5068 -2.0082 -2.1480 -0.22
C 0.6145 -3.0798 -0.2247 -0.68
C -0.4464 4.8497 -3.4595 -0.66
C -1.5153 0.0016 4.8342 -1.27
C -0.0289 -1.6605 3.8588 -1.20
H -1.8713 -0.8191 -3.6602 0.40
H -0.1867 -0.5022 -4.0275 0.22
H 0.3984 -2.9792 0.8420 -0.26
H -1.2126 0.1897 5.8698 0.23
H 4.1112 -1.9906 -2.0228 0.38
H 2.8629 4.1309 -3.6022 0.50
H -5.7307 1.6832 1.2159 0.27
H -1.2092 5.5314 -3.8121 0.39
H -3.0202 -0.4778 2.5761 0.37
H 0.9757 -1.7756 3.4503 0.37
H 1.9630 -1.0891 -2.5151 -0.26
H 0.5682 -2.1736 -2.6785 0.12
H 0.0092 3.6920 0.4933 0.12
H 3.4323 -4.8267 0.1187 0.36
H -0.7804 2.0983 3.9718 0.40
H -2.1073 0.8362 4.4618 0.47
H 2.5617 -3.8673 1.3380 0.35
H -1.8149 3.6161 -2.3406 0.50
H -0.0361 -2.0978 4.8585 0.37
H -2.1783 -0.8663 4.8157 0.40
H 0.8413 -4.5234 -2.3807 0.34
H -2.3828 3.0806 2.6588 0.26
H 2.4468 -5.2029 -2.0179 0.34
H 2.3069 -1.5008 1.0486 0.15
H 0.2624 -0.8851 1.6900 -0.43
H 4.3298 -3.7476 -1.8167 0.33
H -0.3332 -3.2431 -0.7341 0.31
H -1.8164 4.2803 1.6654 0.37
H 2.9432 -0.7125 -0.4034 -0.04
H 1.1894 5.8068 -4.4737 0.37
H -0.7509 -2.1977 3.2328 0.36

=====

What is the charge in the first record? +4

=====

Please write out number 7 again, unchanged.
14
Properties=species:S:1:pos:R:3:nbo_charge:R:1 method="wB97M-V/def2-TZVPD" largest_force_ev_per_a=3.79 gap_ev="7.850 / 7.851" homo_ha="-0.31850 / -0.31848" charge=0 e_above_lowest_kcal_mol=70.0
P 0.6512 1.3174 -0.4943 1.66
O 1.2562 2.4771 0.0938 -1.02
C 0.4065 -0.1601 0.2783 -0.32
C -1.0630 1.5380 -0.8614 -0.42
C -0.5016 -1.1892 -0.3297 -0.66
C 1.4450 -0.6954 1.1478 -0.68
C -2.1872 1.8455 -1.1076 -0.17
H 2.3164 -1.2679 0.7254 0.24
H 1.9322 0.0630 1.7439 0.23
H -0.0747 -2.1439 -0.4292 0.21
H -3.1778 1.9336 -1.3476 0.22
H -0.6745 -0.9551 -1.4735 0.24
H 1.0602 -1.4279 1.7795 0.23
H -1.3889 -1.3353 0.2748 0.24